# 1
Formula: C38H32N3O4S4W
Source: the Open Molecules 2025 dataset
Level of theory: ωB97M-V with the def2-TZVPD basis set

The charge is +1. For the total energy, the calculation gives -3592.261170 a.u. The value obtained for the energy above the lowest of the compared OMol25 structures with the same formula, charge and spin is 42.0 kcal/mol. For the HOMO-LUMO gap, the calculation gives 5.849 eV. Its spin multiplicity is 1.

```
82
Properties=species:S:1:pos:R:3:forces:R:3:nbo_charge:R:1
W 0.8358 -0.4790 -0.8607 0.53 -2.27 -1.06 1.92
O 1.9989 -0.6816 0.4283 1.47 -0.19 2.46 -0.65
C 2.3805 -0.2360 1.7056 0.18 0.83 1.53 0.20
C 1.0524 -0.1347 2.4975 0.28 -0.15 -0.41 -0.47
C 0.0131 0.8280 1.9585 0.13 -0.07 0.30 0.26
C -0.7920 1.4727 2.8881 0.02 -0.04 -0.30 -0.21
C -1.8248 2.2891 2.4631 0.20 -0.17 -0.21 -0.11
C -2.0187 2.4418 1.1066 0.30 -0.14 0.10 -0.22
C -1.1812 1.7874 0.2070 0.00 0.25 -0.10 0.31
C -1.3480 2.0649 -1.2573 0.10 -0.32 -0.50 -0.50
C -1.5162 0.8428 -2.2131 -1.21 1.42 -0.11 0.23
O -0.4107 0.0045 -1.9851 -2.27 0.58 -1.25 -0.63
C -2.7878 0.0366 -1.9697 0.23 -0.40 0.06 -0.06
C -2.7393 -1.3439 -2.1497 0.20 -0.04 -0.10 -0.22
C -3.8990 -2.0990 -2.1208 0.07 -0.03 0.04 -0.20
C -5.1126 -1.4912 -1.8520 -0.06 -0.08 0.04 -0.21
C -5.1586 -0.1285 -1.6171 -0.06 0.01 -0.02 -0.21
C -4.0095 0.6369 -1.7015 0.19 0.02 -0.05 -0.14
C -1.5414 1.3115 -3.6832 0.26 -0.08 0.01 -0.07
C -1.4265 2.6464 -4.0558 0.00 -0.04 0.19 -0.16
C -1.4650 3.0160 -5.3909 -0.04 0.03 -0.13 -0.22
C -1.6213 2.0614 -6.3794 0.03 0.17 0.04 -0.19
C -1.7404 0.7309 -6.0207 -0.01 -0.17 0.06 -0.19
C -1.6998 0.3593 -4.6884 -0.04 0.05 0.03 -0.19
N -0.1658 0.9976 0.6286 0.06 0.15 -0.21 -0.52
C 3.1043 1.0926 1.5471 0.10 0.03 -0.03 -0.09
C 4.1782 1.1311 0.6618 0.06 -0.01 0.24 -0.12
C 4.8731 2.3095 0.4623 -0.03 -0.21 0.00 -0.21
C 4.5119 3.4530 1.1552 0.01 0.05 -0.01 -0.19
C 3.4621 3.4125 2.0514 -0.06 0.16 0.03 -0.19
C 2.7517 2.2395 2.2452 0.01 -0.25 -0.09 -0.22
C 3.3127 -1.2416 2.3734 -0.20 -0.19 -0.47 0.03
C 3.5559 -2.4686 1.7719 -0.19 0.08 -0.19 -0.25
C 4.4180 -3.3730 2.3697 0.06 -0.07 0.05 -0.18
C 5.0395 -3.0516 3.5645 0.04 -0.10 -0.05 -0.20
C 4.7980 -1.8256 4.1641 -0.04 0.02 0.02 -0.19
C 3.9434 -0.9176 3.5673 -0.13 -0.01 -0.08 -0.22
H 1.2661 0.1284 3.5335 0.01 -0.09 -0.07 0.25
H 0.6337 -1.1524 2.4893 0.03 0.18 0.16 0.24
H -0.6230 1.3040 3.9407 0.10 -0.01 0.06 0.23
H -2.4715 2.7690 3.1799 -0.08 0.11 0.05 0.24
H -2.8302 3.0470 0.7408 -0.05 0.09 -0.17 0.24
H -0.4414 2.5969 -1.5873 -0.37 -0.12 0.08 0.29
H -2.2055 2.7203 -1.4001 0.07 -0.03 0.06 0.25
H -1.7851 -1.8341 -2.3464 -0.29 0.09 -0.02 0.21
H -3.8571 -3.1569 -2.3343 0.02 -0.11 0.06 0.22
H -6.0167 -2.0802 -1.8399 -0.11 -0.02 0.04 0.22
H -6.0980 0.3478 -1.3876 -0.13 0.08 -0.02 0.22
H -4.0864 1.7057 -1.5832 0.01 0.17 0.05 0.20
H -1.3202 3.4341 -3.3268 0.06 0.01 0.10 0.21
H -1.3826 4.0609 -5.6529 0.02 0.05 -0.01 0.22
H -1.6597 2.3543 -7.4175 0.00 0.01 -0.08 0.23
H -1.8820 -0.0204 -6.7827 0.02 -0.10 -0.04 0.22
H -1.8133 -0.6827 -4.4318 0.02 -0.10 0.02 0.22
H 4.4483 0.2280 0.1267 0.07 0.05 -0.06 0.22
H 5.6844 2.3440 -0.2444 0.17 -0.03 -0.11 0.23
H 5.0474 4.3750 0.9945 0.08 0.10 -0.01 0.22
H 3.1822 4.2982 2.6005 -0.01 0.10 0.05 0.22
H 1.9294 2.2384 2.9438 -0.06 0.00 0.08 0.21
H 3.0848 -2.7004 0.8204 0.05 -0.08 0.15 0.23
H 4.6076 -4.3265 1.8983 0.03 -0.04 -0.04 0.22
H 5.7270 -3.7494 4.0178 0.03 -0.07 0.07 0.22
H 5.2803 -1.5717 5.0945 0.09 0.03 0.09 0.22
H 3.7827 0.0525 4.0116 0.00 0.15 0.11 0.22
S 1.9221 1.8439 -1.3819 -0.47 -1.21 0.01 -0.24
S 2.8155 1.5793 -3.2405 0.01 -0.25 -0.09 0.05
S 1.7364 0.0516 -4.0303 0.37 0.07 -0.28 0.05
S 2.1935 -1.4785 -2.6834 -0.83 1.29 1.07 -0.08
C -3.4943 -2.2083 2.8475 -0.45 0.25 0.15 -0.40
N -2.3456 -2.4517 2.0021 0.22 0.19 -0.30 -0.40
C -1.6754 -3.6166 1.9840 0.48 -0.18 -0.30 0.15
C -0.6167 -3.8227 1.1533 0.08 0.00 -0.09 -0.41
C -0.2391 -2.7442 0.3077 -0.89 0.36 0.34 0.62
O 0.7169 -2.7393 -0.5326 0.34 0.88 -0.60 -0.64
N -0.9032 -1.5664 0.3631 1.55 -0.60 -0.63 -0.65
C -1.9979 -1.3861 1.1562 -0.17 0.56 0.05 0.79
O -2.6460 -0.3617 1.1762 -0.19 -0.24 0.06 -0.62
H -3.6054 -3.0106 3.5696 0.06 -0.07 -0.01 0.22
H -4.3884 -2.1327 2.2273 -0.01 -0.01 0.11 0.23
H -3.3605 -1.2520 3.3558 -0.06 -0.17 0.02 0.23
H -2.0211 -4.3798 2.6693 -0.01 0.02 -0.02 0.23
H -0.0657 -4.7446 1.1258 0.00 -0.15 0.05 0.26
```
Forces are in eV/Å.

---

# 2
Formula: C5H31NO9
Source: the Open Molecules 2025 dataset
Level of theory: ωB97M-V with the def2-TZVPD basis set

For the total energy, the calculation gives -940.944085 a.u. The value obtained for the energy above the lowest of the compared OMol25 structures with the same formula, charge and spin is 65.7 kcal/mol. For the HOMO-LUMO gap, the calculation gives 8.207 eV. Its spin multiplicity is 1.

```
46
Properties=species:S:1:pos:R:3:forces:R:3:nbo_charge:R:1
C 3.6145 1.4353 -0.1505 0.20 -1.50 -1.48 -0.61
C 2.2254 0.8781 -0.4700 -1.00 1.51 0.71 -0.26
N 1.7836 1.2600 -1.8138 -0.77 -0.47 0.16 -0.46
C 2.0625 0.2083 -2.8112 -0.02 0.86 0.07 -0.41
C 0.3310 1.5964 -1.8186 0.78 0.14 0.51 -0.20
C 0.0597 2.8553 -0.9729 -0.76 -0.07 -2.45 -0.66
H 4.0556 0.8771 0.6735 0.10 0.60 0.36 0.21
H 4.2540 1.2623 -1.0250 0.14 -0.11 0.14 0.20
H 3.5414 2.5164 -0.0888 0.11 0.01 0.62 0.21
H 1.8980 -0.1399 -0.2123 1.50 0.00 -0.34 0.20
H 1.6210 1.4574 0.2456 -0.32 -0.08 -0.25 0.19
H 2.3668 -0.7302 -2.3472 -0.09 -0.12 -0.02 0.18
H 2.8365 0.5326 -3.5108 0.14 -0.08 0.07 0.19
H 1.1461 0.0820 -3.3832 0.09 -0.48 -0.16 0.19
H -0.3357 0.7991 -1.4994 0.35 -0.37 0.14 0.17
H 0.0682 1.7055 -2.8702 -0.07 0.55 -0.01 0.18
H -0.2891 2.6624 0.0314 0.67 0.14 0.31 0.23
H 0.8888 3.5190 -1.2133 0.20 0.18 1.02 0.22
H -0.7841 3.3361 -1.4841 -0.16 0.07 0.27 0.21
O -3.1162 -2.2786 2.0833 0.51 0.07 0.32 -0.96
H -3.0367 -1.3353 2.2379 -0.10 0.19 0.06 0.45
H -2.3746 -2.4438 1.4644 -0.60 -0.11 -0.19 0.49
O -0.0761 -1.7355 3.0605 -0.07 -0.33 0.15 -0.97
H 0.5880 -1.7493 3.7575 0.08 0.21 0.04 0.50
H -0.8981 -1.9786 3.4990 -0.18 -0.23 -0.18 0.50
O -1.7923 -2.6342 -0.2608 1.22 -0.59 -0.20 -0.99
H -1.4900 -3.5525 -0.3493 -0.74 -0.06 -0.19 0.48
H -0.8892 -2.2306 -0.1554 -0.48 0.59 0.21 0.50
O 0.4081 -1.3202 0.4538 0.00 -0.45 -0.13 -0.99
H 0.1700 -0.4230 0.1989 -0.16 0.08 0.17 0.50
H 0.2894 -1.3619 1.4229 -0.10 -0.02 -0.07 0.52
O -0.0485 0.2624 4.8481 0.45 -0.43 0.87 -0.97
H 0.1821 1.1877 4.9393 -0.31 0.13 -0.31 0.48
H -0.6394 0.1213 4.1110 -0.06 0.63 -0.42 0.49
O -1.6754 -0.6459 -2.4748 -0.25 1.58 1.05 -1.00
H -1.5482 -0.6409 -3.4228 -0.28 -1.00 0.15 0.49
H -2.0140 -1.4191 -2.0149 0.12 -0.72 -0.98 0.51
O 0.3088 -2.6463 -2.7148 -0.77 -0.29 -0.35 -0.96
H 0.9908 -2.5940 -3.3894 0.34 -0.10 0.55 0.48
H 0.6613 -2.7689 -1.8308 0.62 0.16 -0.23 0.48
O -1.7258 0.7670 0.4947 -0.78 -0.89 -0.84 -0.95
H -2.6295 0.5569 0.7618 0.14 0.39 0.76 0.47
H -1.7675 0.2629 -0.3356 0.56 0.36 -0.38 0.48
O -2.7254 1.4536 2.8657 0.42 -0.18 0.34 -0.95
H -3.0733 2.1918 2.3542 -0.28 -0.25 0.14 0.49
H -3.4221 0.8417 3.1165 -0.40 0.48 -0.02 0.47
```
Forces are in eV/Å.

---

# 3
Formula: C4H6S2
Source: the Open Molecules 2025 dataset
Level of theory: ωB97M-V with the def2-TZVPD basis set

For the total energy, the calculation gives -952.210181 a.u. The value obtained for the energy above the lowest of the compared OMol25 structures with the same formula, charge and spin is 99.9 kcal/mol. For the HOMO-LUMO gap (alpha / beta), the calculation gives 6.627 / 6.811 eV. Its spin multiplicity is 1.

```
12
Properties=species:S:1:pos:R:3:forces:R:3:nbo_charge:R:1
C 0.3494 0.5077 -0.2332 -0.48 -0.93 1.34 0.16
C 0.1521 -0.0858 0.9021 -1.66 0.77 -0.50 -0.25
C 0.3017 1.0604 -1.4092 -0.49 1.22 -2.85 -0.52
C 1.0671 -1.0609 1.5844 -3.17 -0.42 1.61 -0.63
S -2.6563 0.3449 -1.1669 -0.25 0.20 0.27 -0.12
S 0.7134 2.6591 -1.8054 0.48 0.58 0.42 0.09
H -0.9365 0.1505 1.2979 2.38 -0.71 -0.40 0.26
H -0.1589 0.6253 -2.3155 0.40 -0.77 0.92 0.24
H 2.1053 -0.9105 1.4357 0.80 -0.01 -0.39 0.23
H 0.6595 -2.0935 1.3125 1.01 1.18 0.54 0.23
H 0.7786 -0.8304 2.6518 0.93 -0.93 -0.70 0.23
H -2.3755 -0.3667 -2.2542 0.06 -0.20 -0.26 0.10
```
Forces are in eV/Å.

---

# 4
Formula: C26H21FNO7S3
Source: the Open Molecules 2025 dataset
Level of theory: ωB97M-V with the def2-TZVPD basis set

The charge is -1. For the total energy, the calculation gives -2879.078004 a.u. The value obtained for the energy above the lowest of the compared OMol25 structures with the same formula, charge and spin is 13.2 kcal/mol. For the HOMO-LUMO gap, the calculation gives 7.279 eV. Its spin multiplicity is 1.

```
59
Properties=species:S:1:pos:R:3:forces:R:3:nbo_charge:R:1
C -3.9912 4.2404 -1.3502 0.23 -0.45 0.07 -0.20
C -2.7953 3.6174 -1.7186 0.17 0.04 0.16 -0.22
C -2.0737 2.8569 -0.7874 -0.60 0.39 -0.02 -0.14
C -2.6031 2.6568 0.4752 1.03 0.22 0.07 -0.28
S -1.6357 1.7280 1.7324 -2.83 -0.35 0.61 2.08
C -0.9154 0.2827 0.9129 -2.53 -0.32 -1.60 -0.20
C -1.0121 -0.9932 1.7238 -2.37 -0.03 0.29 0.56
O -1.4258 -1.9674 1.1684 -0.03 -0.91 0.08 -0.49
C -0.5180 -0.9730 3.1238 -0.06 -2.13 1.60 -0.11
C -1.3462 -0.4878 4.1318 -0.38 1.05 0.25 -0.19
C -0.9689 -0.5056 5.4740 0.34 -0.37 0.41 -0.23
C 0.1266 -1.2626 5.8862 -0.24 0.26 -1.25 -0.19
C 0.8042 -2.0024 4.9027 0.52 -0.27 0.34 -0.23
C 0.4783 -1.8949 3.5605 0.10 0.66 -1.01 -0.16
O -0.6476 2.4801 2.4326 0.08 0.59 0.21 -0.88
O -2.8300 1.1414 2.4164 2.30 0.77 -0.92 -0.95
C -3.8253 3.2104 0.8480 -0.30 0.30 -0.17 -0.19
C -4.5233 3.9917 -0.0867 0.47 -0.11 0.21 -0.20
H -4.5150 4.9226 -2.0252 0.19 -0.42 0.08 0.22
H -2.3998 3.7247 -2.7233 -0.05 0.10 0.16 0.22
H -1.0980 2.4509 -0.9958 0.05 -0.06 -0.44 0.22
H -1.0169 0.3544 -0.1787 -4.98 0.43 -0.09 0.29
H -2.3179 -0.0478 3.9012 0.73 0.01 0.00 0.25
H -1.5392 0.0897 6.1941 0.05 -0.43 -0.23 0.21
H 0.4408 -1.2778 6.9133 0.08 -0.07 0.25 0.21
H 1.6428 -2.6584 5.1890 -0.55 0.33 -0.16 0.22
H 0.9942 -2.4980 2.7918 -0.12 0.54 0.85 0.23
H -4.2141 3.0793 1.8560 0.08 -0.15 -0.32 0.25
H -5.4836 4.4298 0.1575 0.10 -0.02 0.24 0.21
C 0.2551 2.9102 -4.7999 0.07 -0.19 0.62 -0.22
C 1.0489 1.8116 -5.1488 0.11 -0.10 0.10 -0.23
C 1.8372 1.1641 -4.1851 -0.78 0.16 0.03 -0.15
C 1.6995 1.5203 -2.8364 0.33 0.75 -0.83 -0.33
S 2.8139 0.8259 -1.6405 0.63 -4.09 -1.31 2.33
N 2.3083 -0.6886 -1.4514 -1.18 0.14 0.68 -1.29
F 0.2402 -0.1206 0.4015 8.16 0.53 0.83 -0.28
S 3.0929 -1.7276 -0.4963 1.26 0.38 -6.24 2.32
C 2.1362 -3.2125 -0.7193 0.18 -0.70 2.06 -0.31
C 1.2447 -3.4752 0.3311 -0.40 -0.78 -0.81 -0.17
C 0.6318 -4.7400 0.4476 0.17 0.33 -0.07 -0.23
C 0.9888 -5.7587 -0.4490 -0.03 0.45 -0.07 -0.21
C 1.9588 -5.5009 -1.4400 -0.73 -0.37 0.66 -0.24
C 2.5825 -4.2675 -1.5127 -0.02 0.28 -0.68 -0.17
O 4.3701 -2.0880 -1.1592 -1.15 0.31 1.88 -0.97
O 3.0259 -1.3215 0.8444 0.35 0.19 3.00 -0.96
O 4.0408 0.6392 -2.3806 0.79 1.86 0.07 -0.97
O 2.7203 1.6344 -0.4764 0.14 1.21 0.99 -0.96
C 0.9732 2.6636 -2.5000 -0.17 -0.33 0.36 -0.16
C 0.2428 3.3541 -3.4568 -0.27 -0.03 -1.03 -0.26
H -0.3481 3.4038 -5.5676 0.21 -0.08 0.34 0.21
H 1.0591 1.4311 -6.1815 0.09 0.38 0.50 0.21
H 2.5429 0.3999 -4.4916 -0.17 -0.08 0.26 0.25
H 1.0605 -2.6904 1.0528 -0.10 -0.16 -0.39 0.22
H -0.1203 -4.8919 1.2415 0.53 -0.04 -0.49 0.22
H 0.5250 -6.7515 -0.3737 0.20 0.48 -0.07 0.20
H 2.2090 -6.2889 -2.1448 0.18 0.07 0.17 0.20
H 3.4295 -4.1406 -2.1887 -0.36 0.26 0.14 0.24
H 1.0034 2.9897 -1.4588 0.00 -0.04 -0.28 0.23
H -0.3639 4.2283 -3.1853 0.46 -0.35 -0.08 0.21
```
Forces are in eV/Å.

---

# 5
Formula: C2HCl2NO3
Source: the Open Molecules 2025 dataset
Level of theory: ωB97M-V with the def2-TZVPD basis set

For the total energy, the calculation gives -1277.466254 a.u. The value obtained for the energy above the lowest of the compared OMol25 structures with the same formula, charge and spin is 81.9 kcal/mol. For the HOMO-LUMO gap (alpha / beta), the calculation gives 9.369 / 6.884 eV. Its spin multiplicity is 1.

```
9
Properties=species:S:1:pos:R:3:forces:R:3:nbo_charge:R:1
C 0.5107 0.6870 -0.6500 -2.49 2.54 -2.39 0.58
C 1.1928 -0.2127 0.2448 -0.35 -1.95 1.56 -0.42
N -1.9952 -0.1898 -0.1470 2.01 -0.85 0.27 0.48
O 0.4854 1.6149 -1.4006 0.96 -2.61 2.00 -0.40
O -1.9654 -1.3478 0.2734 -1.02 2.28 -0.77 -0.34
O -2.8067 0.6262 -0.4346 -0.29 -1.20 0.42 -0.27
Cl 1.2231 0.6920 1.7662 0.10 0.50 0.44 0.05
Cl 2.8271 -0.7569 -0.2091 -0.13 -0.02 -0.24 0.02
H 0.5282 -1.1129 0.5568 1.21 1.32 -1.29 0.30
```
Forces are in eV/Å.

---

# 6
Formula: C2H6N2O3
Source: the Open Molecules 2025 dataset
Level of theory: ωB97M-V with the def2-TZVPD basis set

For the total energy, the calculation gives -414.856134 a.u. The value obtained for the energy above the lowest of the compared OMol25 structures with the same formula, charge and spin is 150.3 kcal/mol. For the HOMO-LUMO gap, the calculation gives 11.027 eV. Its spin multiplicity is 1.

```
13
Properties=species:S:1:pos:R:3:forces:R:3:nbo_charge:R:1
C -1.7446 -0.3060 -0.7250 -0.04 2.85 0.34 -0.42
N -0.9254 0.2238 0.4270 -0.22 -2.56 -1.26 -0.59
C 0.0830 -0.6169 0.8528 -0.46 -1.51 -3.88 0.13
O 1.5508 -0.4539 -0.0848 -0.21 -0.25 -0.20 -0.45
N 2.1880 0.7530 -0.0458 0.05 -0.15 -2.33 0.72
O 1.8265 1.5751 0.7356 -0.89 0.70 1.84 -0.42
O 3.0159 0.9809 -0.9160 -0.49 -1.27 0.73 -0.38
H -2.0577 -1.2793 -0.4739 -0.37 -1.20 0.20 0.20
H -2.6726 0.3711 -0.7624 1.41 -1.10 -0.35 0.21
H -1.1569 -0.3022 -1.6709 -0.61 0.05 0.54 0.20
H -0.6120 1.1530 0.2484 0.21 0.76 0.40 0.40
H 0.5449 -0.3193 1.6747 1.59 1.10 3.89 0.19
H -0.0401 -1.7794 0.7402 0.03 2.59 0.07 0.22
```
Forces are in eV/Å.

---

# 7
Formula: C2H2OS3
Source: the Open Molecules 2025 dataset
Level of theory: ωB97M-V with the def2-TZVPD basis set

For the total energy, the calculation gives -1347.074790 a.u. The value obtained for the energy above the lowest of the compared OMol25 structures with the same formula, charge and spin is 73.3 kcal/mol. For the HOMO-LUMO gap (alpha / beta), the calculation gives 7.175 / 7.641 eV. Its spin multiplicity is 1.

```
8
Properties=species:S:1:pos:R:3:forces:R:3:nbo_charge:R:1
C -1.5212 0.6870 0.0557 -0.79 1.01 0.71 -0.22
C -1.7459 -0.4359 -0.2484 0.67 -1.03 -0.78 -0.24
O 1.2421 -1.2473 1.1118 -0.27 -0.50 1.37 -0.79
S 1.6858 1.7284 0.5018 0.10 -0.94 -0.77 -0.15
S 1.9456 0.4703 -0.9754 0.20 0.78 0.13 0.08
S 1.6852 -1.4488 -0.2552 0.09 0.68 -0.70 0.87
H -1.6824 1.6286 0.4782 0.34 0.94 0.20 0.23
H -1.6093 -1.3823 -0.6684 -0.33 -0.94 -0.17 0.22
```
Forces are in eV/Å.